1.
Below is the molecule C4H8N4OS at a distorted geometry, with properties calculated with wB97M-V/def2-TZVPD.

Relative energy (zero: lowest compared OMol25 entry of this formula, charge and spin): 150.6 kcal per mole
Frontier orbital gap (alpha / beta): 4.4900 / 2.9800 eV
Energy: -849.3595 hartree
Largest force on an atom: 0.108 hartree/bohr

```
18
Properties=species:S:1:pos:R:3:forces:R:3
S -3.033319 -0.608632 0.479626 1.0 -1.0 0.4
O -3.744449 -1.515494 -0.403438 -0.1 -0.5 -0.5
N -3.441976 0.995327 0.074896 -0.7 -0.7 0.6
N -2.463964 1.703955 -0.148074 -0.2 2.4 -0.8
N -0.194898 -1.121706 -0.198647 -4.7 0.4 1.5
N -1.295404 1.130555 -0.175638 1.7 -3.6 -0.2
C -1.274000 -0.288128 -0.083071 -0.2 1.2 0.4
C 2.114398 -0.340394 0.497671 0.9 1.0 -2.2
C 1.034287 -0.823720 -0.666297 4.4 3.3 -0.9
C 2.007939 1.118115 0.773471 -1.0 0.0 -0.6
H 1.065299 0.058857 -1.341789 -0.6 -0.6 0.3
H 0.997353 1.502423 1.117512 1.5 -0.4 -0.2
H 2.648265 1.782747 0.169490 -0.4 -0.2 0.5
H -0.551932 1.602640 -0.635295 0.7 0.8 -0.1
H 3.182590 -0.685140 0.224426 -1.8 0.6 0.2
H -0.325308 -2.022142 0.243893 -0.1 -0.1 -0.2
H 1.499574 -1.589932 -1.223049 0.2 -1.5 -0.5
H 1.775537 -0.899329 1.294313 -0.5 -1.4 2.2
```
Positions in Å, forces in eV/Å.



2.
Below is a structure of composition C4H8N9O7P2Pd, with properties calculated with wB97M-V/def2-TZVPD.

Net charge: -1
Multiplicity: 3
Relative energy (zero: lowest compared OMol25 entry of this formula, charge and spin): 0.0 kcal per mole
Frontier orbital gap (alpha / beta): 8.5633 / 6.5036 eV
Energy: -1987.5660 hartree
Largest force on an atom: 0.013 hartree/bohr

```
31
Properties=species:S:1:pos:R:3:forces:R:3
Pd -0.506405 -0.100548 -0.763245 -0.2 -0.2 -0.6
P 0.102905 2.476384 0.044121 0.1 0.1 0.0
P 2.212459 0.146571 0.195543 0.1 -0.1 0.3
O 3.782034 0.067425 0.484874 0.0 -0.1 0.0
O -0.085169 1.948162 -1.371900 0.0 0.1 0.0
O 1.888271 -0.251639 -1.202224 -0.2 0.1 0.1
O 1.536891 -0.766040 1.290573 0.2 0.2 -0.1
O 2.678659 2.602418 -0.341986 0.0 0.1 -0.1
O -0.833893 1.445558 0.937038 0.0 -0.1 0.1
O -0.091920 3.890404 0.377270 0.0 0.0 0.1
N 0.170778 -4.168352 -0.238399 0.0 -0.1 -0.1
N 0.443107 -2.929028 -0.038826 0.0 0.0 0.1
N -3.507524 0.584107 -0.489512 0.0 0.1 0.0
N -4.603575 -1.199788 -1.049990 0.1 -0.1 0.0
N -1.048797 -4.298543 -0.792256 -0.1 0.0 0.1
N -2.754079 -2.696918 -1.343191 0.1 0.0 -0.2
N -4.681476 0.094049 -0.679909 -0.1 0.0 0.0
N -2.601513 -0.377944 -0.746805 0.0 0.1 -0.1
N -0.601536 -2.182048 -0.452516 0.2 -0.1 0.0
C 1.801334 1.898360 0.551396 0.0 0.0 0.0
C -1.501453 -3.056937 -0.894736 0.0 0.1 0.2
C 2.143627 2.297338 1.974327 0.0 0.0 0.0
C -3.307450 -1.457396 -1.070901 0.0 0.0 0.2
H 1.855668 3.336438 2.129710 0.0 0.0 0.0
H 1.316822 -1.672650 0.923307 -0.1 -0.1 0.0
H -3.399002 -3.442042 -1.540769 0.0 0.0 0.1
H 3.216530 2.189924 2.137047 0.0 0.0 0.0
H 4.255943 -0.212028 -0.307243 0.0 0.1 0.0
H -1.787914 1.628255 0.825774 0.0 0.0 0.0
H 1.607921 1.667817 2.684655 0.0 0.0 0.0
H 2.298747 2.538691 -1.231226 0.0 0.0 0.0
```
Positions in Å, forces in eV/Å.



3.
Below is a cluster of 2 separate species, C4H8NO in total at a distorted geometry, with properties calculated with wB97M-V/def2-TZVPD.

Net charge: +1
Relative energy (zero: lowest compared OMol25 entry of this formula, charge and spin): 113.1 kcal per mole
Frontier orbital gap: 10.2894 eV
Energy: -286.7623 hartree
Largest force on an atom: 0.127 hartree/bohr

```
14
Properties=species:S:1:pos:R:3:forces:R:3
O -1.757311 1.560586 0.273997 3.7 -2.9 0.4
N 0.390996 0.080146 -0.469265 -1.7 0.6 3.1
C -0.282746 0.232765 0.586640 -3.3 4.2 -3.8
C -0.340399 -0.305200 1.863989 -1.8 -2.8 1.4
C 1.308408 -0.746757 -1.198941 0.7 -0.6 0.0
C 0.452636 0.374882 -1.843301 -0.2 -2.9 0.3
H 0.939673 1.255457 -2.028007 0.9 2.1 -0.9
H -2.498236 1.161022 0.763324 0.3 -0.1 0.0
H -0.428670 0.041858 -2.361960 -0.1 0.3 -0.4
H 2.400134 -0.518659 -0.929146 -1.8 -0.7 -0.7
H -1.362579 -0.041004 2.345739 1.6 -1.2 -0.9
H 0.322050 0.141526 2.543030 1.4 0.7 0.8
H 0.884895 -1.806805 -1.256335 1.2 1.5 -0.1
H -0.028850 -1.429817 1.710237 -1.0 1.8 0.9
```
Positions in Å, forces in eV/Å.



4.
Below is the ion C4H8NO with charge +1 at a distorted geometry, with properties calculated with wB97M-V/def2-TZVPD.

Net charge: +1
SMILES: CO[C@H]1[C@@H]2[NH2+][C@@H]21
Relative energy (zero: lowest compared OMol25 entry of this formula, charge and spin): 100.6 kcal per mole
Frontier orbital gap: 11.0532 eV
Energy: -286.7822 hartree
Largest force on an atom: 0.099 hartree/bohr

```
14
Properties=species:S:1:pos:R:3:forces:R:3
O -1.255521 0.205116 0.644724 -1.3 -0.7 -0.5
N 1.832773 -1.062284 -0.491249 -0.1 1.3 1.0
C 0.800486 -0.330267 -1.115231 -2.1 -0.4 4.6
C 0.496661 -1.374770 -0.032400 -1.6 1.0 0.2
C -0.003424 -0.103145 0.553534 3.1 1.1 -1.4
C -1.788219 1.548639 0.539031 -0.5 1.5 1.6
H -1.338570 2.171222 -0.270331 0.4 -0.6 1.0
H 2.421077 -0.505923 0.084109 1.2 0.2 0.8
H 2.229089 -1.866615 -0.864296 1.3 -1.6 -1.3
H 0.203222 -2.425469 0.033043 -0.2 0.5 -0.3
H -1.927072 2.041467 1.597786 1.2 -0.8 -2.0
H 0.427227 -0.299544 -2.049926 -0.6 -0.2 -3.1
H -2.820987 1.476532 0.250362 -0.4 -0.7 -0.3
H 0.723258 0.525042 1.120845 -0.4 -0.5 -0.3
```
Positions in Å, forces in eV/Å.



5.
Below is the ion C4H8NO with charge +1 at a distorted geometry, with properties calculated with wB97M-V/def2-TZVPD.

Net charge: +1
Relative energy (zero: lowest compared OMol25 entry of this formula, charge and spin): 88.1 kcal per mole
Frontier orbital gap (alpha / beta): 7.3277 / 7.3284 eV
Energy: -286.8021 hartree
Largest force on an atom: 0.112 hartree/bohr

```
14
Properties=species:S:1:pos:R:3:forces:R:3
O 1.486635 0.906801 -1.899236 0.3 0.4 0.4
N -0.417672 -0.228469 0.635192 5.2 2.4 -1.1
C 2.695256 0.944591 -1.525458 -1.7 -1.2 2.9
C 0.141370 0.653232 -1.642107 -0.3 -0.2 0.4
C -0.626650 0.109931 -0.624106 -0.9 -0.5 0.6
C -1.324798 -0.726452 1.560124 2.7 0.7 4.2
H -0.469270 1.055411 -2.412325 0.3 0.0 -0.9
H 3.394859 1.305590 -2.209789 0.8 0.5 -1.4
H -1.024668 -1.671105 1.946165 0.3 -1.3 -0.2
H 3.086654 0.642235 -0.491149 -1.1 0.3 -1.4
H -1.711432 -0.093253 -0.848679 1.2 0.5 -0.6
H -2.258643 -0.805873 1.186042 -3.2 0.2 -0.9
H -1.106314 -0.101614 2.494890 -1.5 -0.5 -1.1
H 0.490327 0.185532 1.059242 -2.0 -1.4 -0.9
```
Positions in Å, forces in eV/Å.



6.
Below is a cluster of 2 separate species, C4H8NO in total at a distorted geometry, with properties calculated with wB97M-V/def2-TZVPD.

Net charge: +1
Relative energy (zero: lowest compared OMol25 entry of this formula, charge and spin): 49.7 kcal per mole
Frontier orbital gap: 9.0754 eV
Energy: -286.8633 hartree
Largest force on an atom: 0.108 hartree/bohr

```
14
Properties=species:S:1:pos:R:3:forces:R:3
O 2.020284 -2.198145 0.051077 0.4 1.3 -1.4
N -0.608440 -1.398685 0.109025 0.4 -2.4 -0.5
C -0.680294 -0.141216 0.345321 1.3 0.3 0.8
C -1.718142 0.840592 0.191593 -4.7 -3.0 0.3
C 2.445582 -1.161092 -0.355268 -0.1 -1.8 1.9
C 3.024618 -0.016700 -0.479544 -0.5 -0.3 0.6
H -2.520646 0.656290 -0.553415 1.0 0.0 -0.5
H 3.097382 0.622743 -1.276580 0.1 0.8 -2.4
H -2.503426 0.573167 1.050186 2.0 1.5 -0.7
H -1.421035 -1.949879 -0.253165 0.7 1.1 0.2
H 0.116670 0.443276 0.840423 0.6 -1.5 -0.4
H 3.314595 0.492168 0.404583 0.3 -0.1 1.2
H 0.290808 -2.073030 0.172402 -1.6 2.3 0.4
H -1.254143 1.764393 0.074050 0.0 1.9 0.5
```
Positions in Å, forces in eV/Å.